C33H35N5O2RbSTe as an isolated structure. Source: the OMol25 dataset; level of theory: ωB97M-V/def2-TZVPD.

Geometry (Å):
Te (-1.52, -1.37, 1.33)
Rb (0.38, 0.75, -0.83)
S (5.17, 2.68, 1.48)
O (0.46, 5.14, 0.34)
O (0.19, 3.21, -0.70)
N (-2.12, 2.68, 0.58)
N (-1.36, 3.82, 0.84)
N (4.69, -1.68, -0.22)
N (3.09, 1.59, 0.49)
N (2.54, -1.12, -0.23)
C (-5.50, -2.46, 2.73)
C (-0.03, 6.11, 1.28)
C (3.75, -0.71, 0.02)
C (4.08, 0.63, 0.51)
C (0.27, 1.33, 4.27)
C (-2.31, 0.78, 3.38)
C (-1.37, 0.80, -3.70)
C (3.53, 2.71, 0.97)
C (2.67, -2.43, -0.66)
C (-2.77, -1.14, -2.90)
C (0.90, 0.50, -4.41)
C (-2.89, -3.27, 3.25)
C (1.69, -3.35, -1.05)
C (-0.37, -1.38, -3.65)
C (4.01, -2.80, -0.66)
C (-4.45, -1.88, 2.03)
C (2.01, -1.76, -4.38)
C (0.83, -0.87, -4.14)
C (-0.18, 1.34, -4.20)
C (-1.22, 0.09, 2.84)
C (0.07, 0.36, 3.29)
C (-1.48, -0.56, -3.43)
C (-0.23, 4.01, 0.11)
C (-3.15, -2.28, 2.30)
C (4.45, -4.07, -1.05)
C (2.11, -4.61, -1.43)
C (-0.81, 2.01, 4.81)
C (-5.26, -3.45, 3.68)
C (-0.08, 2.82, -4.48)
C (-3.95, -3.85, 3.94)
C (-2.10, 1.73, 4.37)
C (3.47, -4.96, -1.44)
C (5.27, 1.04, 1.01)
H (-2.87, -0.97, -1.83)
H (-1.77, 4.58, 1.36)
H (6.18, 0.48, 1.15)
H (-2.83, -2.21, -3.08)
H (2.84, -1.51, -3.72)
H (0.19, 3.37, -3.58)
H (2.94, 3.62, 1.03)
H (-2.92, 2.92, 0.00)
H (0.68, 3.03, -5.24)
H (-0.45, -2.45, -3.46)
H (5.49, -4.34, -1.05)
H (-2.43, 2.28, 1.45)
H (5.68, -1.58, -0.14)
H (3.75, -5.96, -1.75)
H (-3.76, -4.62, 4.67)
H (1.76, -2.81, -4.21)
H (-4.65, -1.13, 1.28)
H (-1.88, -3.59, 3.46)
H (-1.03, 3.22, -4.83)
H (-6.52, -2.15, 2.52)
H (-0.65, 2.74, 5.59)
H (0.91, -0.18, 2.88)
H (-3.63, -0.67, -3.39)
H (0.69, 6.92, 1.26)
H (-2.23, 1.44, -3.57)
H (2.36, -1.66, -5.41)
H (0.64, -3.08, -1.04)
H (-1.00, 6.50, 0.97)
H (-2.95, 2.25, 4.80)
H (1.82, 0.91, -4.83)
H (-3.32, 0.56, 3.05)
H (1.37, -5.35, -1.74)
H (-0.08, 5.69, 2.28)
H (1.27, 1.53, 4.62)
H (-6.08, -3.90, 4.21)

Properties
Lowest unoccupied orbital energy ... -2.0 eV
Net charge ... +1
HOMO level ... -10.36 eV
F_max ... 1.26 eV Å⁻¹
Energy above the lowest of the compared OMol25 structures with the same formula, charge and spin ... 17.4 kcal/mol
Gap between HOMO and LUMO ... 8.358 eV

Löwdin atomic charge list, values in e, 2 entries: 1.331 0.768

=====

C33H36BF3FeO2 as an isolated structure. Source: the OMol25 dataset; level of theory: ωB97M-V/def2-TZVPD.

Geometry (Å):
Fe (0.51, 2.74, -1.89)
F (3.95, -3.83, -1.48)
F (3.06, -3.04, -3.34)
F (3.83, -1.66, -1.83)
O (-2.47, -1.26, 1.30)
O (-3.26, -1.71, -0.87)
C (0.67, -3.17, -2.08)
C (3.79, 1.86, 1.32)
C (-0.61, -2.92, -1.59)
C (-1.18, 2.59, -0.83)
C (3.14, -2.85, -2.00)
C (2.91, -1.73, 2.19)
C (2.31, 2.68, -2.72)
C (1.28, 2.98, -3.70)
C (2.00, 0.60, -0.06)
C (-3.87, -0.87, 1.28)
C (0.01, 0.83, -1.78)
C (3.83, -2.57, 1.39)
C (-3.94, 0.66, 1.24)
C (2.52, 1.26, 1.19)
C (-0.03, 2.37, -0.01)
C (4.23, 2.28, 2.58)
C (-1.17, 1.64, -1.91)
C (2.08, 1.68, 3.55)
C (-4.44, -1.58, -0.04)
C (-0.79, -2.31, -0.34)
C (0.55, 4.15, -3.25)
C (2.23, 3.68, -1.67)
C (-4.50, -1.33, 2.58)
C (0.35, -2.17, 0.49)
C (2.87, -1.66, 0.67)
C (1.67, 1.20, 2.31)
C (1.14, 4.59, -1.99)
C (1.78, -2.80, -1.35)
C (1.67, -2.27, -0.04)
C (-4.98, -2.99, 0.22)
C (0.77, 1.31, -0.61)
C (-5.48, -0.82, -0.84)
C (3.38, 2.19, 3.69)
B (-2.21, -1.76, 0.03)
H (-5.57, -1.09, 2.58)
H (1.37, 1.64, 4.37)
H (-6.44, -0.84, -0.30)
H (-5.62, -1.31, -1.81)
H (4.44, 1.98, 0.44)
H (-0.21, 4.68, -3.81)
H (-4.98, 0.99, 1.38)
H (-3.55, 1.07, 0.30)
H (0.30, -0.03, -2.38)
H (2.91, 3.78, -0.83)
H (1.48, -0.31, 0.16)
H (3.71, 2.54, 4.67)
H (1.14, 2.47, -4.65)
H (0.21, -1.91, 1.54)
H (-4.37, -2.40, 2.75)
H (-3.36, 1.06, 2.08)
H (3.07, 1.91, -2.82)
H (-5.06, -3.53, -0.73)
H (4.88, -2.25, 1.37)
H (-1.99, 3.29, -0.61)
H (0.69, 0.74, 2.19)
H (0.88, 5.49, -1.45)
H (-1.95, 1.50, -2.65)
H (-4.05, -0.78, 3.41)
H (3.63, -3.64, 1.35)
H (5.24, 2.67, 2.71)
H (-4.36, -3.57, 0.92)
H (3.46, -0.87, 0.21)
H (0.80, -3.62, -3.06)
H (3.37, -0.87, 2.69)
H (-5.19, 0.23, -1.00)
H (2.08, -2.22, 2.72)
H (2.73, 0.49, -0.88)
H (-6.00, -2.94, 0.64)
H (0.20, 2.86, 0.93)
H (-1.47, -3.20, -2.20)

Properties
Lowest unoccupied orbital energy (spin up / spin down) ... 0.4 / 0.1 eV
<S²> ... 6.03
HOMO level (spin up / spin down) ... -5.60 / -8.74 eV
F_max ... 3.09 eV Å⁻¹
Energy above the lowest of the compared OMol25 structures with the same formula, charge and spin ... 0.0 kcal/mol
Gap between HOMO and LUMO (spin up / spin down) ... 6.021 / 8.859 eV
Multiplicity ... 5

Löwdin atomic charge list, values in e, 2 entries: 0.475 0.125